Record 1
# C5H12O2

2 unconnected molecules or ions with the total composition C5H12O2 (ωB97M-V/def2-TZVPD, the OMol25 dataset).

Cartesian coordinates (Å):
O: 0.85460 2.20159 1.94657
O: -0.01480 -0.12974 -1.85848
C: -1.98187 -2.50333 -0.28751
C: 0.89233 1.43505 0.75836
C: -1.47438 -1.06304 -0.17964
C: -0.18834 -0.90480 -0.94723
C: 2.09725 1.74714 -0.11617
H: -0.03435 1.55778 0.17635
H: 3.01471 1.69950 0.47878
H: 0.93201 0.39044 1.09149
H: -1.27401 -0.81726 0.87284
H: -1.23598 -3.21289 0.08856
H: 0.89332 3.13104 1.69020
H: 0.63472 -1.57960 -0.61805
H: 2.01536 2.75216 -0.54821
H: 2.16729 1.03888 -0.94800
H: -2.89734 -2.63863 0.29462
H: -2.19906 -2.76208 -1.32887
H: -2.20145 -0.34220 -0.56562

Summary:
Spin multiplicity: 1
Orbital gap in eV: 10.82
LUMO energy in eV: 0.848
Largest force on an atom in eV Å⁻¹: 0.56
DFT total energy in eV: -9473.880
Net charge: 0

Which charges does Mulliken predict for the atoms? In e, they are: atom 1 (O): -0.558, atom 2 (O): -0.475, atom 3 (C): -1.262, atom 4 (C): 0.008, atom 5 (C): -0.094, atom 6 (C): -0.096, atom 7 (C): -1.096, atom 8 (H): 0.198, atom 9 (H): 0.330, atom 10 (H): 0.171, atom 11 (H): 0.263, atom 12 (H): 0.356, atom 13 (H): 0.314, atom 14 (H): 0.350, atom 15 (H): 0.329, atom 16 (H): 0.300, atom 17 (H): 0.336, atom 18 (H): 0.339, atom 19 (H): 0.288

***

Record 2
# C4H4FN3

C4H4FN3 in the gas phase (ωB97M-V/def2-TZVPD, the OMol25 dataset).

Cartesian coordinates (Å):
F: -2.58195 -0.85816 0.00408
N: 2.86452 -0.76912 -0.00334
N: 0.69675 0.25534 0.00602
N: -1.36104 1.12179 -0.00278
C: -0.18497 -0.82251 -0.00022
C: 2.09854 0.22902 -0.00242
C: -0.08383 1.38874 0.00340
C: -1.41584 -0.23499 -0.00770
H: 0.12232 -1.86510 -0.01273
H: 2.50687 1.25715 0.01767
H: 0.35944 2.38576 -0.01410
H: 2.36387 -1.67198 0.01476

Summary:
Spin multiplicity: 1
Orbital gap in eV: 10.07
LUMO energy in eV: 0.632
Largest force on an atom in eV Å⁻¹: 0.69
DFT total energy in eV: -11399.956
Net charge: 0

Which charges does Mulliken predict for the atoms? In e, they are: atom 1 (F): -0.242, atom 2 (N): -0.627, atom 3 (N): 0.075, atom 4 (N): -0.562, atom 5 (C): -0.120, atom 6 (C): 0.321, atom 7 (C): -0.034, atom 8 (C): 0.085, atom 9 (H): 0.287, atom 10 (H): 0.257, atom 11 (H): 0.339, atom 12 (H): 0.221

***

Record 3
# C15H42FNO8

7 unconnected molecules or ions with the total composition C15H42FNO8 at a distorted geometry (ωB97M-V/def2-TZVPD, the OMol25 dataset).

Cartesian coordinates (Å):
F: -1.74513 4.00726 -0.95151
O: -1.07586 1.09563 -4.37802
O: -3.91586 5.51964 1.11846
O: -1.31072 0.58896 0.06528
O: -4.61268 3.70262 0.08075
O: 4.62403 -4.79104 3.03406
O: 0.43412 -3.17044 0.61746
O: 0.20205 -5.17528 -4.74663
O: 1.74641 3.83061 3.56720
N: -2.60548 3.53348 1.17226
C: 0.94501 2.75087 4.04390
C: -1.02054 -0.39059 -0.93913
C: -1.41712 3.75005 0.36808
C: 1.83944 -3.07174 0.85001
C: -2.20395 -1.30677 -1.16740
C: -0.28677 -3.86272 -4.47820
C: 4.44049 -3.71800 3.95470
C: 0.08462 3.16742 5.22214
C: 5.33172 -2.53745 3.61530
C: -0.59737 4.91703 0.91387
C: 2.62540 -3.88000 -0.16420
C: -3.75341 4.23892 0.70894
C: -3.01195 2.54103 -4.06804
C: -1.50031 2.43810 -4.12934
C: -1.80356 -3.82074 -4.45662
H: 0.70729 3.49967 6.05633
H: -3.40469 1.89156 -3.28523
H: -1.06351 2.73831 -3.17848
H: 1.59194 1.91083 4.31805
H: 5.54320 -5.06654 3.08253
H: -3.32777 3.56413 -3.86126
H: -0.13223 -5.44238 -5.60677
H: -2.16303 -2.81540 -4.23079
H: 3.39165 -3.43107 3.89460
H: -0.77571 0.14750 -1.85424
H: -0.83870 2.83352 0.37890
H: 2.40277 -3.53867 -1.17607
H: -2.46660 -1.83831 -0.24913
H: 3.69829 -3.79110 0.01066
H: -3.45933 2.22439 -5.01439
H: 4.63740 -4.07217 4.97200
H: -0.14455 -0.96772 -0.63235
H: 0.31890 2.43687 3.20897
H: -2.19173 -4.50969 -3.70553
H: -1.44757 0.82579 -5.22175
H: 0.05787 5.33401 0.15330
H: 2.06447 -3.41345 1.86545
H: -2.21506 -4.12619 -5.42184
H: 5.12895 -2.18813 2.60219
H: -1.09944 3.09249 -4.91090
H: 0.11557 -3.57449 -3.50783
H: -3.07935 -0.73158 -1.47341
H: -0.53805 2.34007 5.56584
H: -0.56227 4.00004 4.94401
H: -1.26392 5.71123 1.25390
H: -0.04367 4.57990 1.78604
H: -3.12978 6.03624 0.92215
H: -2.85057 2.55286 1.13940
H: 2.09903 -2.01566 0.77925
H: 5.17220 -1.71091 4.30961
H: -1.98160 -2.04433 -1.93927
H: 6.38500 -2.82445 3.65748
H: 2.35518 -4.93669 -0.10760
H: -1.51739 0.11366 0.87557
H: 0.19032 -4.09726 0.68858
H: 0.10682 -3.16787 -5.22758
H: 2.31709 4.11412 4.28626

Summary:
Spin multiplicity: 1
Orbital gap in eV: 10.35
LUMO energy in eV: 0.453
Largest force on an atom in eV Å⁻¹: 1.46
DFT total energy in eV: -36822.423
Net charge: 0

Which charges does Mulliken predict for the atoms? In e, they are: atom 1 (F): -0.443, atom 2 (O): -0.494, atom 3 (O): -0.451, atom 4 (O): -0.418, atom 5 (O): -0.488, atom 6 (O): -0.497, atom 7 (O): -0.481, atom 8 (O): -0.532, atom 9 (O): -0.528, atom 10 (N): -0.204, atom 11 (C): -0.024, atom 12 (C): 0.152, atom 13 (C): 0.384, atom 14 (C): -0.022, atom 15 (C): -0.850, atom 16 (C): 0.010, atom 17 (C): -0.264, atom 18 (C): -1.030, atom 19 (C): -0.949, atom 20 (C): -0.614, atom 21 (C): -1.096, atom 22 (C): 0.421, atom 23 (C): -0.995, atom 24 (C): -0.085, atom 25 (C): -0.974, atom 26 (H): 0.338, atom 27 (H): 0.179, atom 28 (H): 0.117, atom 29 (H): 0.310, atom 30 (H): 0.296, atom 31 (H): 0.330, atom 32 (H): 0.305, atom 33 (H): 0.231, atom 34 (H): 0.254, atom 35 (H): 0.163, atom 36 (H): 0.242, atom 37 (H): 0.307, atom 38 (H): 0.379, atom 39 (H): 0.324, atom 40 (H): 0.404, atom 41 (H): 0.297, atom 42 (H): -0.053, atom 43 (H): 0.057, atom 44 (H): 0.266, atom 45 (H): 0.270, atom 46 (H): 0.325, atom 47 (H): 0.070, atom 48 (H): 0.382, atom 49 (H): 0.237, atom 50 (H): 0.306, atom 51 (H): 0.075, atom 52 (H): 0.324, atom 53 (H): 0.322, atom 54 (H): 0.281, atom 55 (H): 0.147, atom 56 (H): -0.007, atom 57 (H): 0.354, atom 58 (H): 0.337, atom 59 (H): 0.317, atom 60 (H): 0.316, atom 61 (H): -0.035, atom 62 (H): 0.328, atom 63 (H): 0.321, atom 64 (H): 0.226, atom 65 (H): 0.279, atom 66 (H): 0.254, atom 67 (H): 0.299

***

Record 4
# C4H7N3O2

C4H7N3O2 in the gas phase at a distorted geometry (ωB97M-V/def2-TZVPD, the OMol25 dataset).

Cartesian coordinates (Å):
O: -1.14116 0.01473 -1.22207
O: 0.21719 1.66608 -0.05183
N: 2.70865 -0.91725 0.12137
N: -1.24578 -1.26001 -0.70437
N: 1.46731 -0.34072 0.09620
C: 1.36655 0.92810 0.07692
C: -1.42460 0.12871 1.13666
C: -1.05996 0.94810 -0.12512
C: -1.38118 -1.24912 0.55801
H: 2.19730 1.64169 0.21450
H: 2.58120 -1.85496 -0.21558
H: 3.40531 -0.40529 -0.46523
H: -1.48945 -2.22302 1.08004
H: -1.83166 1.76721 -0.29769
H: -2.38780 0.43109 1.57240
H: -0.59923 0.28793 1.83150

Summary:
Spin multiplicity: 1
Orbital gap in eV: 9.61
LUMO energy in eV: 0.973
Largest force on an atom in eV Å⁻¹: 2.37
DFT total energy in eV: -12823.365
Net charge: 0

Which charges does Mulliken predict for the atoms? In e, they are: atom 1 (O): -0.221, atom 2 (O): -0.340, atom 3 (N): -0.822, atom 4 (N): -0.295, atom 5 (N): 0.166, atom 6 (C): -0.099, atom 7 (C): -0.512, atom 8 (C): 0.023, atom 9 (C): -0.072, atom 10 (H): 0.383, atom 11 (H): 0.253, atom 12 (H): 0.265, atom 13 (H): 0.364, atom 14 (H): 0.303, atom 15 (H): 0.362, atom 16 (H): 0.243

***

Record 5
# C4H13N2

A gas-phase ion, C4H13N2 (charge +1) at a distorted geometry (ωB97M-V/def2-TZVPD, the OMol25 dataset).

Cartesian coordinates (Å):
N: 1.40688 -0.16877 -0.26776
N: -0.99878 -0.77294 0.02805
C: -0.58196 0.31007 0.95695
C: 0.94251 0.12111 1.11444
C: -2.40539 -0.74184 -0.38833
C: 1.99922 0.89824 -1.05893
H: 1.47274 1.14193 -1.99646
H: -2.53244 -0.34024 -1.39252
H: 1.95454 -1.01736 -0.29403
H: 1.25217 1.12294 1.44751
H: -0.12142 -0.62670 -0.66891
H: -0.87728 -1.64393 0.54499
H: -2.94719 -1.68206 -0.27089
H: 2.91425 0.63677 -1.59246
H: -1.08289 0.28143 1.91802
H: 2.15124 1.85195 -0.54477
H: -3.00962 -0.02342 0.18646
H: 1.27507 -0.60818 1.84048
H: -0.81163 1.26099 0.43815

Summary:
Spin multiplicity: 1
Orbital gap in eV: 10.95
LUMO energy in eV: -2.952
Largest force on an atom in eV Å⁻¹: 2.27
DFT total energy in eV: -7331.754
Net charge: +1

Which charges does Mulliken predict for the atoms? In e, they are: atom 1 (N): -0.349, atom 2 (N): -0.124, atom 3 (C): -0.765, atom 4 (C): -0.613, atom 5 (C): -0.849, atom 6 (C): -0.926, atom 7 (H): 0.313, atom 8 (H): 0.327, atom 9 (H): 0.262, atom 10 (H): 0.314, atom 11 (H): 0.508, atom 12 (H): 0.339, atom 13 (H): 0.339, atom 14 (H): 0.350, atom 15 (H): 0.462, atom 16 (H): 0.291, atom 17 (H): 0.330, atom 18 (H): 0.378, atom 19 (H): 0.413

***

Record 6
# C3HN3O

2 unconnected molecules or ions with the total composition C3HN3O at a distorted geometry (ωB97M-V/def2-TZVPD, the OMol25 dataset).

Cartesian coordinates (Å):
O: -1.48273 1.20431 1.73793
N: -0.85621 -1.36480 -1.97867
N: 2.81140 0.38218 0.72213
N: -1.04703 0.53463 0.79228
C: 1.80172 0.10267 0.21481
C: -0.11779 -0.85471 -1.23599
C: 0.64955 -0.19365 -0.37722
H: -1.75890 0.18937 0.12473

Summary:
Spin multiplicity: 1
Orbital gap (alpha / beta) in eV: 6.96 / 6.74
LUMO energy (alpha / beta) in eV: -2.615 / -2.732
Largest force on an atom in eV Å⁻¹: 4.44
DFT total energy in eV: -9637.421
Net charge: 0

Which charges does Mulliken predict for the atoms? In e, they are: atom 1 (O): -0.282, atom 2 (N): -0.426, atom 3 (N): -0.415, atom 4 (N): 0.051, atom 5 (C): 0.418, atom 6 (C): 0.523, atom 7 (C): -0.109, atom 8 (H): 0.240